[1]
This record from OMol25 describes C13H25F3NO4P2Sn as an isolated structure. The level of theory is ωB97M-V/def2-TZVPD.

Calculated values
HOMO (spin up / spin down)	-10.18 / -10.18	eV
total energy	-56117.727	eV
molecular weight	497.00	g mol⁻¹
E_LUMO (spin up / spin down)	-5.07 / -5.07	eV
HOMO-LUMO gap (spin up / spin down)	5.1 / 5.1	eV

ORCA input file:
```
! RIJCOSX wB97M-V def2-TZVPD def2/J DEFGRID3
* xyz 1 1
C 2.529 -0.607 -2.947
C 1.687 -0.733 -1.776
N 0.718 0.209 -1.524
C 0.217 0.844 -2.633
C 0.816 0.761 -3.880
C 2.023 0.037 -4.028
C 1.855 -1.869 -0.924
P 0.829 -1.967 0.651
Sn -1.102 -0.302 0.637
P -1.590 2.008 -0.769
C -1.126 1.551 -2.488
O 5.224 -0.033 0.127
O 2.862 0.432 3.869
H 3.427 -1.190 -2.970
H 0.307 1.239 -4.725
H 2.515 0.044 -4.979
C 0.042 -3.499 0.086
C 1.644 -2.359 2.197
H -1.142 2.493 -3.063
H -1.945 0.909 -2.869
H 4.426 -0.290 0.690
H 2.962 -2.101 -0.804
C -3.390 2.148 -0.730
C -0.902 3.669 -0.573
H -0.405 1.561 0.955
H 2.945 1.264 4.400
H 2.934 0.898 2.952
H 4.967 0.911 0.194
H -2.188 -1.163 -0.357
H -0.417 2.108 1.487
H 0.809 -4.279 0.093
H -0.824 -3.822 0.662
H -0.251 -3.356 -0.957
H 2.482 -3.058 2.079
H 2.004 -1.462 2.718
H 0.933 -2.836 2.882
H -1.445 4.314 -1.284
H -1.057 4.015 0.461
H 0.174 3.660 -0.819
H -3.659 2.977 -1.403
H -3.856 1.205 -1.063
H -3.709 2.377 0.301
F -4.591 -1.873 3.262
C -3.569 -1.341 2.583
F -2.821 -2.387 2.074
F -4.089 -0.668 1.494
C -2.655 -0.373 3.417
O -2.974 -0.113 4.561
O -1.622 0.051 2.735
*
```

Löwdin atomic charge list, values in e, 6 entries:
1 C -0.028
2 C -0.390
3 N 0.016
4 C -0.351
5 C -0.048
6 C -0.052

---

[2]
This record from OMol25 describes C5H11Br4Na3O as an isolated structure. The level of theory is ωB97M-V/def2-TZVPD.

Calculated values
HOMO	-11.43	eV
total energy	-300812.021	eV
molecular weight	475.73	g mol⁻¹
E_LUMO	-8.27	eV
HOMO-LUMO gap	3.2	eV

ORCA input file:
```
! RIJCOSX wB97M-V def2-TZVPD def2/J DEFGRID3
* xyz 2 1
Na 1.182 1.183 4.162
Na -2.910 4.770 3.577
Na -4.179 0.546 6.178
C -2.435 -0.104 0.476
O -2.456 0.507 1.757
H -3.346 -0.651 0.233
H -2.419 0.544 -0.400
H -1.623 -0.819 0.343
Br 2.035 -6.864 0.258
C 3.207 -5.540 1.143
C 2.574 -5.094 2.399
Br 3.557 -3.528 3.036
H 3.246 -4.697 0.452
H 4.171 -6.046 1.190
H 2.611 -5.878 3.155
H 1.536 -4.788 2.272
Br 0.920 3.574 -5.345
C -0.713 4.311 -4.464
C -0.454 4.726 -3.024
Br -2.200 5.573 -2.349
H -1.553 3.643 -4.651
H -0.938 5.208 -5.041
H 0.301 5.511 -2.978
H -0.116 3.914 -2.380
*
```

Löwdin atomic charge list, values in e, 6 entries:
1 Na 0.842
2 Na 0.835
3 Na 0.921
4 C -0.338
5 O -0.442
6 H 0.057

---

[3]
This record from OMol25 describes a 2-piece molecular cluster, C8H13N2O4P overall. The level of theory is ωB97M-V/def2-TZVPD.

Calculated values
HOMO (spin up / spin down)	-9.58 / -9.79	eV
total energy	-28961.720	eV
molecular weight	232.18	g mol⁻¹
E_LUMO (spin up / spin down)	-1.57 / -2.08	eV
HOMO-LUMO gap (spin up / spin down)	8.0 / 7.7	eV

ORCA input file:
```
! RIJCOSX wB97M-V def2-TZVPD def2/J DEFGRID3
* xyz 0 1
C -3.540 0.066 -0.798
C -4.246 -0.969 -0.260
C -2.364 -0.076 -0.142
C -0.609 2.312 -0.290
C 0.053 2.692 1.043
C 0.949 -1.959 -1.638
C 3.024 -0.410 1.170
C -0.167 1.042 -0.779
N -3.654 -1.661 0.684
N -2.434 -1.067 0.739
O -1.493 2.946 -0.833
O 0.212 -0.368 1.726
O 0.164 -1.606 -0.534
O 2.142 -0.029 0.100
P 0.508 -0.203 0.309
H -3.762 0.861 -1.402
H -5.207 -1.241 -0.681
H 0.413 1.871 1.560
H 1.024 3.309 0.659
H -0.494 3.373 1.730
H 1.669 -1.130 -1.742
H 0.363 -2.158 -2.511
H 1.617 -2.842 -1.455
H 3.862 -0.913 0.781
H 2.478 -1.059 2.027
H 3.419 0.616 1.571
H -0.495 0.939 -1.753
H -1.788 -1.527 1.386
*
```

Löwdin atomic charge list, values in e, 6 entries:
1 C -0.060
2 C -0.210
3 C -0.015
4 C -0.534
5 C -0.010
6 C -0.134

---

[4]
This record from OMol25 describes a 6-piece molecular cluster, C16H46BrN4O5 overall. The level of theory is ωB97M-V/def2-TZVPD.

Calculated values
HOMO	-3.96	eV
total energy	-103576.629	eV
molecular weight	454.47	g mol⁻¹
E_LUMO	2.24	eV
HOMO-LUMO gap	6.2	eV

ORCA input file:
```
! RIJCOSX wB97M-V def2-TZVPD def2/J DEFGRID3
* xyz -1 1
Br -2.418 0.720 2.335
O -1.900 6.629 2.699
H -1.846 5.697 2.489
H -1.879 6.661 3.656
C -1.158 2.530 -5.371
C -0.793 2.209 -3.932
C -0.090 3.380 -3.253
O 1.225 3.590 -3.810
C 1.860 4.713 -3.140
N -2.059 1.867 -3.311
H -1.943 3.274 -5.237
H -1.595 1.695 -5.919
H -0.328 3.011 -5.888
H -0.193 1.313 -3.775
H 0.019 3.194 -2.184
H -0.774 4.228 -3.277
H 2.922 4.743 -3.383
H 1.898 4.671 -2.051
H 1.388 5.666 -3.375
H -1.908 1.767 -2.317
H -2.516 1.032 -3.647
C -5.023 -6.128 -1.776
C -4.823 -4.705 -1.308
C -6.022 -3.847 -1.569
O -6.354 -3.841 -2.987
C -7.583 -3.188 -3.286
N -4.421 -4.727 0.029
H -5.049 -6.188 -2.864
H -5.969 -6.531 -1.413
H -4.215 -6.805 -1.497
H -4.005 -4.226 -1.846
H -5.821 -2.833 -1.222
H -6.780 -4.214 -0.877
H -7.746 -2.361 -2.595
H -8.394 -3.906 -3.173
H -7.513 -2.818 -4.309
H -3.463 -5.034 0.116
H -4.361 -3.741 0.239
C 3.834 -1.910 1.041
C 3.075 -2.957 0.176
C 4.052 -4.173 -0.211
O 3.592 -4.901 -1.364
C 2.361 -5.582 -1.235
N 1.986 -3.399 1.041
H 4.252 -2.423 1.907
H 3.185 -1.062 1.261
H 4.573 -1.581 0.311
H 2.685 -2.555 -0.759
H 4.211 -4.819 0.652
H 5.043 -3.814 -0.490
H 2.253 -5.958 -0.218
H 2.261 -6.380 -1.971
H 1.537 -4.900 -1.447
H 1.490 -2.537 1.217
H 2.346 -3.546 1.973
C 2.904 2.612 5.949
C 2.706 4.090 5.713
C 3.355 4.485 4.326
O 4.765 4.143 4.258
C 5.357 4.204 2.975
N 1.263 4.289 5.837
H 2.505 2.046 5.107
H 2.405 2.307 6.869
H 3.955 2.338 5.858
H 3.096 4.757 6.481
H 3.176 5.558 4.258
H 2.784 4.131 3.468
H 6.337 3.731 3.045
H 5.674 5.195 2.648
H 4.765 3.594 2.294
H 0.993 3.981 6.760
H 0.854 3.538 5.299
*
```

Löwdin atomic charge list, values in e, 6 entries:
1 Br -0.994
2 O -0.063
3 H 0.034
4 H 0.025
5 C -0.069
6 C -0.459

---

[5]
This record from OMol25 describes a single C18H25NO4 molecule. The level of theory is ωB97M-V/def2-TZVPD.

Calculated values
HOMO	-7.62	eV
total energy	-28750.149	eV
molecular weight	319.40	g mol⁻¹
E_LUMO	0.72	eV
HOMO-LUMO gap	8.3	eV

ORCA input file:
```
! RIJCOSX wB97M-V def2-TZVPD def2/J DEFGRID3
* xyz 0 1
C -4.649 -1.026 -2.766
C -3.737 0.144 -2.511
O -2.442 -0.392 -2.180
C -1.525 0.556 -1.889
O -1.720 1.730 -2.145
C -0.294 -0.050 -1.160
C -0.597 0.261 0.302
C 0.535 -0.105 1.290
C 0.734 -1.477 1.456
C 1.750 -1.941 2.273
C 2.647 -1.022 2.864
O 3.802 -1.523 3.356
C 4.864 -0.642 3.792
C 2.312 0.349 2.874
C 1.191 0.779 2.164
N -1.106 1.605 0.528
C -2.507 1.812 0.774
C -0.336 2.815 0.512
C -0.104 -1.513 -1.660
C 1.380 -1.795 -1.931
C 2.035 -0.415 -2.080
C 0.999 0.629 -1.679
O 1.165 1.830 -1.806
H -5.660 -0.659 -2.946
H -4.339 -1.596 -3.648
H -4.684 -1.706 -1.908
H -3.636 0.792 -3.383
H -4.086 0.729 -1.654
H -1.442 -0.404 0.588
H 0.054 -2.174 0.954
H 1.930 -3.004 2.384
H 5.671 -1.326 4.041
H 5.175 0.043 2.992
H 4.551 -0.074 4.677
H 2.919 1.072 3.418
H 0.845 1.807 2.321
H -2.798 2.778 0.345
H -3.110 1.012 0.332
H -2.742 1.874 1.851
H -0.535 3.348 -0.430
H -0.690 3.459 1.340
H 0.740 2.627 0.626
H -0.623 -2.284 -1.081
H -0.571 -1.547 -2.660
H 1.495 -2.399 -2.845
H 1.848 -2.379 -1.121
H 2.351 -0.228 -3.119
H 2.941 -0.369 -1.454
*
```

Löwdin atomic charge list, values in e, 6 entries:
1 C -0.068
2 C -0.217
3 O -0.023
4 C -0.405
5 O 0.126
6 C -0.199

---

[6]
This record from OMol25 describes a 12-piece molecular cluster, C47H123N5O17 overall. The level of theory is ωB97M-V/def2-TZVPD.

Calculated values
HOMO	-8.66	eV
total energy	-92977.819	eV
molecular weight	1030.52	g mol⁻¹
E_LUMO	0.28	eV
HOMO-LUMO gap	8.9	eV

ORCA input file:
```
! RIJCOSX wB97M-V def2-TZVPD def2/J DEFGRID3
* xyz 0 1
C -2.493 0.774 0.217
O -3.327 0.652 -0.950
C -4.665 0.230 -0.636
C -5.595 -0.105 -1.723
N -5.501 -1.503 -2.395
C -6.480 -1.624 -3.519
C -6.451 -3.122 -3.886
O -7.149 -3.365 -5.110
C -7.231 -4.739 -5.613
H -2.437 -0.244 0.601
H -2.881 1.448 0.981
H -1.475 1.025 -0.081
H -5.099 1.094 -0.132
H -4.621 -0.509 0.165
H -5.608 0.745 -2.405
H -6.509 -0.036 -1.133
H -4.569 -1.881 -2.486
H -6.181 -1.084 -4.418
H -7.493 -1.290 -3.294
H -6.940 -3.764 -3.153
H -5.432 -3.255 -4.249
H -8.130 -4.749 -6.229
H -7.484 -5.409 -4.791
H -6.347 -5.092 -6.144
C -14.427 -7.534 -11.641
O -13.134 -8.048 -11.368
C -12.123 -7.289 -12.098
C -10.746 -7.769 -12.175
N -9.815 -6.912 -12.974
C -8.898 -7.813 -13.713
C -7.471 -7.271 -13.861
O -7.032 -6.908 -12.589
C -5.722 -6.422 -12.594
H -14.530 -6.530 -11.231
H -15.342 -8.019 -11.302
H -14.520 -7.473 -12.725
H -12.127 -6.296 -11.648
H -12.423 -7.121 -13.132
H -10.883 -8.667 -12.778
H -10.231 -8.028 -11.250
H -9.132 -6.454 -12.387
H -9.296 -7.922 -14.721
H -8.891 -8.867 -13.436
H -7.442 -6.491 -14.623
H -6.920 -8.102 -14.301
H -5.157 -7.060 -11.915
H -5.689 -5.444 -12.114
H -5.266 -6.516 -13.580
C -3.510 -3.423 -12.959
O -2.728 -4.448 -12.257
C -1.340 -4.511 -12.587
C -0.904 -4.373 -14.101
N -1.596 -5.310 -15.036
C -1.093 -6.645 -14.794
C -1.880 -7.687 -15.541
O -3.283 -7.616 -15.124
C -4.149 -8.353 -15.968
H -3.066 -2.428 -13.000
H -4.555 -3.293 -12.677
H -3.573 -3.809 -13.976
H -1.187 -5.554 -12.310
H -0.647 -3.895 -12.013
H 0.178 -4.502 -14.078
H -1.057 -3.323 -14.350
H -2.605 -5.285 -14.979
H -1.251 -7.004 -13.777
H -0.064 -6.716 -15.147
H -1.570 -8.718 -15.369
H -1.750 -7.445 -16.595
H -3.987 -7.965 -16.974
H -5.153 -8.243 -15.558
H -3.911 -9.413 -15.885
C -13.139 -7.711 -8.205
O -14.542 -7.858 -7.872
C -14.807 -8.739 -6.808
C -14.447 -10.190 -7.189
N -15.270 -10.686 -8.327
C -14.651 -11.844 -8.960
C -13.632 -11.417 -10.014
O -12.277 -11.332 -9.553
C -11.278 -11.710 -10.454
H -13.109 -6.706 -8.625
H -12.901 -8.448 -8.972
H -12.457 -7.781 -7.358
H -15.844 -8.468 -6.610
H -14.255 -8.528 -5.892
H -14.766 -10.835 -6.370
H -13.360 -10.249 -7.257
H -15.417 -9.960 -9.013
H -15.418 -12.309 -9.580
H -14.211 -12.568 -8.274
H -13.887 -10.499 -10.544
H -13.697 -12.191 -10.780
H -10.256 -11.851 -10.104
H -11.162 -10.874 -11.144
H -11.527 -12.586 -11.052
C -5.340 -0.882 -7.470
O -4.836 -0.677 -8.815
C -4.665 -1.903 -9.515
C -3.435 -2.699 -9.077
N -2.160 -2.206 -9.673
C -1.872 -0.748 -9.610
C -1.583 -0.305 -8.138
O -1.107 1.017 -8.035
C -2.146 2.033 -8.244
H -4.665 -1.291 -6.719
H -6.179 -1.570 -7.581
H -5.786 0.011 -7.031
H -4.422 -1.662 -10.550
H -5.565 -2.509 -9.411
H -3.523 -3.786 -9.100
H -3.556 -2.567 -8.002
H -2.296 -2.312 -10.669
H -2.572 -0.126 -10.166
H -0.980 -0.508 -10.189
H -0.797 -0.953 -7.751
H -2.502 -0.499 -7.585
H -3.007 1.772 -7.629
H -2.450 2.072 -9.291
H -1.756 2.967 -7.841
C -10.434 -3.131 -6.156
C -11.910 -2.885 -5.911
C -12.589 -4.248 -5.781
O -12.079 -2.169 -4.751
H -10.294 -3.357 -7.213
H -10.059 -4.003 -5.620
H -9.817 -2.256 -5.955
H -12.374 -2.255 -6.670
H -13.676 -4.300 -5.842
H -12.436 -4.708 -4.805
H -12.082 -4.852 -6.533
H -11.773 -2.682 -4.000
C -7.849 -13.549 -10.320
C -7.565 -12.167 -9.753
C -8.033 -12.039 -8.230
O -6.160 -11.931 -9.708
H -8.920 -13.738 -10.244
H -7.235 -14.303 -9.829
H -7.566 -13.604 -11.371
H -8.018 -11.452 -10.440
H -8.996 -12.485 -7.982
H -8.173 -10.965 -8.107
H -7.234 -12.460 -7.621
H -5.941 -11.176 -9.157
C -6.452 -11.409 -13.269
C -4.951 -11.365 -13.161
C -4.203 -10.101 -12.922
O -4.670 -12.429 -12.201
H -6.814 -12.371 -13.630
H -6.919 -10.642 -13.888
H -6.770 -11.275 -12.235
H -4.581 -11.753 -14.110
H -4.653 -9.177 -13.285
H -3.177 -10.004 -13.277
H -4.227 -9.821 -11.869
H -5.268 -12.260 -11.469
C -4.742 -7.997 -9.219
C -4.751 -8.589 -7.798
O -5.068 -9.989 -7.760
H -4.479 -6.939 -9.254
H -5.684 -8.106 -9.757
H -3.874 -8.359 -9.769
H -5.618 -8.211 -7.256
H -3.834 -8.320 -7.274
H -4.628 -10.138 -6.920
C -10.916 -8.033 -5.033
C -10.885 -9.417 -5.708
O -10.430 -9.220 -7.018
H -9.894 -7.655 -5.013
H -11.181 -8.156 -3.983
H -11.543 -7.353 -5.610
H -11.918 -9.764 -5.719
H -10.314 -10.182 -5.182
H -10.633 -10.048 -7.459
C -8.142 -5.473 -9.414
C -8.535 -6.850 -8.813
O -9.882 -7.254 -9.085
H -7.086 -5.543 -9.675
H -8.409 -4.562 -8.880
H -8.692 -5.272 -10.333
H -8.392 -6.922 -7.735
H -7.952 -7.615 -9.325
H -10.090 -7.730 -8.279
C -8.578 -0.991 -10.443
C -10.030 -1.203 -10.614
O -10.694 0.048 -10.813
H -8.095 -1.961 -10.560
H -8.353 -0.679 -9.423
H -8.072 -0.451 -11.243
H -10.477 -1.526 -9.674
H -10.219 -1.805 -11.502
H -11.407 -0.015 -10.172
*
```

Löwdin atomic charge list, values in e, 6 entries:
1 C -0.101
2 O -0.199
3 C -0.265
4 C -0.178
5 N -0.038
6 C -0.193

---

[7]
This record from OMol25 describes a 2-piece molecular cluster, C12H17N2P overall. The level of theory is ωB97M-V/def2-TZVPD.

Calculated values
HOMO (spin up / spin down)	-8.01 / -8.01	eV
total energy	-24982.989	eV
molecular weight	220.26	g mol⁻¹
E_LUMO (spin up / spin down)	-0.05 / -0.05	eV
HOMO-LUMO gap (spin up / spin down)	8.0 / 8.0	eV

ORCA input file:
```
! RIJCOSX wB97M-V def2-TZVPD def2/J DEFGRID3
* xyz 0 1
C 4.517 0.678 0.115
C 3.687 1.022 1.166
C 3.941 0.327 -1.181
C 2.328 0.838 1.131
C 2.583 0.073 -1.161
C 1.835 0.558 -0.098
C -4.276 3.078 -0.209
C -0.308 -4.097 0.407
C -3.800 1.831 -0.314
C 0.176 -2.921 0.785
C -2.313 1.668 -0.722
C -0.648 -1.604 0.974
N -1.246 -1.007 -1.731
N -1.872 0.615 0.211
P -0.652 -0.435 -0.389
H 5.589 1.026 0.087
H 4.092 1.201 2.172
H 4.604 -0.062 -1.894
H 1.666 1.148 1.898
H 2.034 -0.490 -2.020
H -5.241 3.406 0.226
H -3.598 3.905 -0.253
H 0.269 -5.111 0.266
H -1.344 -4.173 0.234
H -4.387 0.981 -0.154
H 1.176 -2.640 1.027
H -1.899 2.618 -0.719
H -2.159 1.247 -1.673
H -0.144 -1.061 1.717
H -1.687 -1.877 1.199
H -1.077 -1.867 -2.163
H -1.845 1.124 1.067
*
```

Löwdin atomic charge list, values in e, 6 entries:
1 C -0.078
2 C -0.131
3 C -0.076
4 C -0.152
5 C -0.156
6 C -0.101